Record 1
{
  "formula": "C10H30O9PdS6",
  "method": "ωB97M-V with the def2-TZVPD basis set",
  "elements": ["Pd", "S", "O", "O", "O", "O", "C", "S", "O", "C", "H", "H", "H", "H", "H", "H", "C", "S", "O", "C", "H", "H", "H", "H", "H", "H", "C", "S", "O", "C", "H", "H", "H", "H", "H", "H", "C", "S", "O", "C", "H", "H", "H", "H", "H", "H", "C", "S", "O", "C", "H", "H", "H", "H", "H", "H"],
  "positions_angstrom": [[-0.3202, 0.0874, -0.2720], [-2.7588, 1.2016, -0.9894], [-1.8560, 1.4583, 0.1077], [-2.0739, 0.0053, -1.4966], [-4.1302, 1.0380, -0.5032], [-2.6472, 2.2909, -1.9483], [-0.1489, 0.5529, -4.3616], [1.3211, 0.9464, -3.3300], [0.8153, 0.6711, -1.9036], [2.3463, -0.5176, -3.7996], [0.1912, 0.5511, -5.3972], [-0.9190, 1.3014, -4.1752], [-0.3699, -0.5085, -4.2490], [3.2794, -0.6363, -3.2488], [2.5800, -0.5306, -4.8642], [1.6529, -1.3457, -3.6521], [1.8046, 3.4980, 2.2907], [1.5764, 3.1306, 0.5045], [1.0000, 1.7378, 0.4326], [0.0808, 4.2669, 0.3529], [2.0579, 4.5508, 2.4159], [2.6141, 2.8751, 2.6712], [0.9251, 3.3035, 2.9044], [-0.2394, 4.4208, -0.6776], [0.3692, 5.2687, 0.6712], [-0.7163, 3.9266, 1.0139], [-1.5607, -1.5728, 3.8768], [-1.2535, 0.1435, 3.2993], [-0.7192, -0.0280, 1.9011], [-3.0817, 0.4893, 2.9601], [-0.6110, -2.0858, 3.7251], [-2.3919, -2.0773, 3.3841], [-1.6394, -1.7446, 4.9502], [-3.2394, 1.4955, 2.5718], [-3.7052, 0.2661, 3.8258], [-3.2754, -0.2369, 2.1707], [-1.3035, -3.3722, -3.0328], [-0.7253, -3.2678, -1.2559], [-0.4179, -1.8356, -1.0408], [-2.2949, -3.6981, -0.3312], [-0.6093, -2.9393, -3.7530], [-2.1813, -2.7603, -3.2405], [-1.6243, -4.3976, -3.2164], [-2.7928, -2.7285, -0.3312], [-1.9703, -3.9725, 0.6725], [-2.9212, -4.4509, -0.8101], [2.8305, -0.6882, 2.8924], [2.7489, -1.3039, 1.1941], [1.3682, -1.0304, 0.6372], [3.9652, -0.2180, 0.3231], [2.1648, 0.1736, 2.9384], [3.8401, -0.2927, 3.0033], [2.5624, -1.4070, 3.6668], [4.8690, -0.1374, 0.9270], [3.4068, 0.7174, 0.2859], [4.1276, -0.5839, -0.6907]],
  "homo_energy_ev": [-6.86, -6.91],
  "spin_multiplicity": 3,
  "total_charge": 0,
  "relative_energy_kcal_mol": 53.09,
  "energy_ha": -3592.8631,
  "s2": 2.00
}


Record 2
{
  "formula": "C10H30OP2SSiTc",
  "method": "ωB97M-V with the def2-TZVPD basis set",
  "elements": ["Tc", "Si", "P", "P", "H", "C", "H", "H", "H", "C", "H", "H", "H", "C", "H", "H", "H", "C", "H", "H", "H", "C", "H", "H", "H", "C", "H", "H", "H", "C", "H", "H", "H", "H", "H", "C", "O", "C", "H", "H", "H", "C", "H", "H", "H", "S"],
  "positions_angstrom": [[0.0703, 0.0788, 0.2055], [-2.3090, 0.5365, 0.1309], [-0.5237, -2.1968, 0.8414], [0.2499, 2.2048, 1.1092], [2.1289, 0.5650, -0.4517], [0.8780, -3.2771, 1.2598], [0.6017, -4.3384, 1.1647], [1.2002, -3.0878, 2.2904], [1.7210, -3.0794, 0.5886], [-1.1391, -2.9829, -0.7037], [-1.3232, -4.0517, -0.5309], [-0.3871, -2.8658, -1.4899], [-2.0708, -2.5025, -1.0250], [-1.8145, -2.7060, 2.0492], [-2.0287, -3.7764, 1.9328], [-2.7350, -2.1449, 1.8830], [-1.4803, -2.5212, 3.0728], [1.9397, 2.6364, 1.6331], [2.0795, 3.7267, 1.5929], [2.6274, 2.1522, 0.9342], [2.1335, 2.2751, 2.6504], [0.0427, 3.3519, -0.3133], [0.3210, 4.3668, -0.0033], [-0.9972, 3.3381, -0.6659], [0.7087, 3.0136, -1.1175], [-0.7674, 2.9960, 2.4256], [-0.5445, 4.0734, 2.4568], [-0.5358, 2.5497, 3.4002], [-1.8326, 2.8560, 2.2184], [-2.7090, 0.7123, -1.6958], [-2.4618, -0.2061, -2.2344], [-2.1720, 1.5600, -2.1279], [-3.7867, 0.8922, -1.7608], [-3.2816, -0.4917, 0.5562], [-2.9076, 1.7565, 0.7128], [1.7557, -0.1702, -1.8164], [0.3930, -0.3688, -1.6047], [2.6085, -1.4261, -1.5223], [3.3111, -1.6141, -2.3490], [2.0374, -2.3594, -1.3525], [3.2796, -1.2798, -0.6621], [1.9434, 0.3696, -3.2400], [2.9345, 0.8385, -3.3748], [1.1597, 1.1178, -3.4336], [1.8148, -0.4142, -4.0118], [-0.1327, -0.1064, 2.3785]],
  "homo_energy_ev": [-6.38, -7.15],
  "spin_multiplicity": 4,
  "total_charge": 0,
  "relative_energy_kcal_mol": 31.24,
  "energy_ha": -1925.3239,
  "s2": 3.77
}


Record 3
{
  "formula": "C10H31MgO6S5",
  "method": "ωB97M-V with the def2-TZVPD basis set",
  "elements": ["Mg", "O", "H", "C", "S", "O", "C", "H", "H", "H", "H", "H", "H", "C", "S", "O", "C", "H", "H", "H", "H", "H", "H", "C", "S", "O", "C", "H", "H", "H", "H", "H", "H", "C", "S", "O", "C", "H", "H", "H", "H", "H", "H", "C", "S", "O", "C", "H", "H", "H", "H", "H", "H"],
  "positions_angstrom": [[-22.6312, 4.3898, -11.8122], [-22.8592, 2.5797, -11.6661], [-23.2759, 1.7925, -12.0391], [-22.1352, 2.2245, -14.8851], [-20.8649, 3.4692, -14.4000], [-21.2775, 4.2009, -13.1427], [-19.5407, 2.3283, -13.8654], [-22.3134, 1.4764, -14.1131], [-22.0574, 1.9007, -15.9217], [-23.0930, 2.7473, -14.8391], [-19.5980, 1.4699, -14.5346], [-19.6764, 2.0783, -12.8142], [-18.5634, 2.7823, -14.0254], [-24.4972, 6.3051, -8.3335], [-25.0747, 5.0061, -9.5521], [-23.8640, 4.8578, -10.4606], [-25.0849, 3.5221, -8.4369], [-25.1225, 6.2674, -7.4409], [-24.5765, 7.2884, -8.7947], [-23.4736, 6.1242, -8.0062], [-25.9394, 3.5127, -7.7590], [-24.1587, 3.5360, -7.8657], [-25.2589, 2.6469, -9.0618], [-21.3263, 2.9174, -8.4773], [-20.2843, 3.6908, -9.7989], [-21.1804, 4.6813, -10.5617], [-19.4012, 4.8545, -8.6441], [-22.2119, 2.3871, -8.8281], [-21.7438, 3.6568, -7.7925], [-20.7786, 2.1870, -7.8811], [-20.0420, 5.4893, -8.0347], [-18.7998, 5.4646, -9.3185], [-18.6812, 4.3147, -8.0287], [-21.9732, 8.7567, -12.9435], [-22.7706, 7.6456, -11.7251], [-22.5072, 6.2355, -12.2542], [-21.4016, 7.9701, -10.5246], [-21.0570, 8.2994, -13.3178], [-21.6934, 9.6992, -12.4744], [-22.6104, 8.8916, -13.8172], [-21.2638, 7.1402, -9.8322], [-21.8101, 8.7607, -9.8924], [-20.4631, 8.2358, -11.0059], [-25.6777, 6.8381, -13.6548], [-25.5313, 4.9729, -13.7876], [-24.2393, 4.5921, -13.0611], [-25.0931, 4.9945, -15.6069], [-24.7264, 7.2119, -14.0315], [-25.7002, 7.0722, -12.5905], [-26.5914, 7.1692, -14.1449], [-24.8143, 3.9647, -15.8366], [-24.0872, 5.4158, -15.6474], [-25.8508, 5.3915, -16.2784]],
  "homo_energy_ev": -10.14,
  "total_charge": 1,
  "relative_energy_kcal_mol": 46.02,
  "energy_ha": -3041.8326
}


Record 4
{
  "formula": "C10H31O13P3",
  "method": "ωB97M-V with the def2-TZVPD basis set",
  "elements": ["C", "O", "P", "O", "O", "C", "O", "C", "H", "H", "H", "H", "H", "H", "H", "H", "H", "C", "O", "P", "O", "O", "C", "O", "C", "H", "H", "H", "H", "H", "H", "H", "H", "H", "C", "O", "P", "O", "O", "C", "O", "C", "H", "H", "H", "H", "H", "H", "H", "H", "H", "C", "O", "H", "H", "H", "H"],
  "positions_angstrom": [[-2.7667, 4.3861, -0.6710], [-1.5949, 4.6247, -1.5487], [-0.8121, 3.5445, -2.3983], [-1.6127, 2.3316, -2.9622], [-0.1416, 4.4699, -3.5426], [-0.4815, 4.5104, -4.8949], [0.4765, 3.2697, -1.4077], [1.3201, 2.2096, -1.8149], [-3.6948, 4.7174, -1.1370], [-2.6535, 4.9521, 0.2537], [-2.8622, 3.3148, -0.4943], [0.2558, 3.9676, -5.4864], [-0.5962, 5.5114, -5.3109], [-1.3515, 3.8658, -5.0196], [2.1458, 2.1402, -1.1067], [1.8276, 2.3799, -2.7643], [0.7455, 1.3041, -2.0097], [0.2537, -4.2302, 2.0795], [0.2536, -3.7510, 0.7836], [1.2140, -4.3809, -0.4255], [2.4543, -5.1370, -0.1558], [1.4883, -3.0024, -1.2855], [0.4078, -2.2059, -1.7052], [0.0889, -5.1306, -1.3341], [-0.1770, -6.5032, -1.0636], [-0.7205, -4.6675, 2.2983], [0.4855, -3.3469, 2.6747], [0.9875, -4.9427, 2.4562], [0.5052, -1.1216, -1.6508], [-0.5541, -2.5755, -1.3499], [0.3779, -2.3046, -2.7903], [-1.2552, -6.6318, -0.9683], [0.0783, -6.7463, -0.0321], [0.3087, -7.2269, -1.7182], [1.9904, 2.7721, 1.7890], [1.5125, 1.9387, 2.7472], [1.6592, 0.3124, 2.4938], [0.9557, -0.4859, 3.5411], [1.1392, 0.1180, 0.9388], [-0.2886, 0.1398, 0.5789], [3.3752, 0.2082, 2.4861], [4.0859, -1.0264, 2.6634], [1.1515, 3.1232, 1.1882], [2.7217, 2.3426, 1.1042], [2.2561, 3.7495, 2.1918], [-0.5416, -0.9024, 0.3845], [-0.6266, 0.8646, -0.1618], [-0.9463, 0.5874, 1.3241], [4.6794, -1.3824, 1.8213], [3.5477, -1.9629, 2.8095], [4.7747, -1.0560, 3.5077], [-4.2331, 0.2175, 2.7341], [-4.5893, 0.9652, 1.5816], [-4.2186, -0.8333, 2.4448], [-3.2706, 0.5660, 3.1086], [-4.9724, 0.2310, 3.5350], [-4.5626, 1.9186, 1.6904]],
  "smiles": "COP(=O)(OC)OC.COP(=O)(OC)OC.COP(=O)(OC)OC.CO",
  "homo_energy_ev": -10.60,
  "total_charge": 0,
  "relative_energy_kcal_mol": 76.25,
  "energy_ha": -2401.9398
}


Record 5
{
  "formula": "C10H32O7V",
  "method": "ωB97M-V with the def2-TZVPD basis set",
  "elements": ["V", "O", "H", "O", "H", "C", "C", "O", "H", "H", "H", "H", "H", "H", "C", "C", "O", "H", "H", "H", "H", "H", "H", "C", "C", "O", "H", "H", "H", "H", "H", "H", "C", "C", "O", "H", "H", "H", "H", "H", "H", "C", "C", "O", "H", "H", "H", "H", "H", "H"],
  "positions_angstrom": [[-0.4845, -0.5775, -0.7406], [-2.3294, -1.4876, -0.9542], [-2.6304, -2.2226, -1.4920], [1.2710, 0.4551, -0.3752], [2.0660, 0.2528, -0.8796], [2.2008, -1.0041, -3.7851], [0.8156, -0.4385, -3.9458], [-0.1060, -0.9580, -2.9647], [2.9032, -0.5575, -4.4908], [2.2017, -2.0846, -3.9502], [2.5679, -0.8138, -2.7762], [0.4143, -0.6323, -4.9448], [0.8200, 0.6481, -3.8400], [-0.5970, -1.6817, -3.3617], [1.1975, 2.8273, 3.6216], [1.5535, 1.8859, 2.4898], [0.5602, 1.9778, 1.4800], [1.2830, 3.8622, 3.2853], [1.9015, 2.7173, 4.4542], [0.1929, 2.6615, 4.0090], [1.6410, 0.8445, 2.8255], [2.5255, 2.1749, 2.0735], [0.9098, 1.5042, 0.6598], [0.9660, -3.4512, 1.7940], [0.0559, -3.3181, 0.5908], [0.6648, -2.5570, -0.4749], [0.5904, -4.2110, 2.4855], [1.0350, -2.5153, 2.3499], [1.9769, -3.7351, 1.4912], [-0.8490, -2.7699, 0.8459], [-0.2502, -4.3012, 0.2267], [1.2977, -3.1023, -0.9454], [-1.6330, 3.0388, -3.0054], [-0.7687, 2.5000, -1.8778], [-1.3875, 1.3976, -1.2057], [-1.7791, 2.2686, -3.7630], [-1.1467, 3.8955, -3.4749], [-2.6084, 3.3588, -2.6349], [-0.5123, 3.2710, -1.1440], [0.1783, 2.1137, -2.2490], [-2.2779, 1.6422, -0.9355], [-1.4851, -0.5623, 3.7343], [-2.0445, -0.3195, 2.3428], [-1.0065, -0.1636, 1.3637], [-1.2034, 0.3732, 4.2089], [-0.6117, -1.2126, 3.6507], [-2.2105, -1.1068, 4.3404], [-2.6836, 0.5732, 2.3362], [-2.6790, -1.1351, 1.9945], [-0.5064, 0.6749, 1.5571]],
  "homo_energy_ev": [-5.67, -8.06],
  "spin_multiplicity": 4,
  "total_charge": 0,
  "relative_energy_kcal_mol": 0.00,
  "energy_ha": -1870.8997,
  "s2": 3.75
}